C4H8O | the ωB97M-V functional and the def2-TZVPD basis

Each line ends with the Mulliken charge.
Positions of all 13 atoms, in Å:
C 1.0527 -0.3065 1.0116  -0.48
C -0.4584 -0.1493 0.5095  -0.42
C -0.4950 0.3015 -0.9416  -0.08
C -1.3657 -0.1831 -1.8257  -0.65
H 1.7685 1.4778 1.4594  0.32
H 1.5542 -1.3182 0.6559  0.26
H 1.0542 -0.4546 2.1088  0.32
H -1.0682 -1.0806 0.5422  0.29
H -0.9040 0.6319 1.1858  0.20
H 0.1119 1.1992 -1.1046  0.27
H -1.8465 -1.1387 -1.5029  0.23
H -1.3189 0.2443 -2.8642  0.25
O 1.9152 0.7765 0.7658  -0.51

Forces on the atoms, in the same order (eV/Å):
-0.3279 -2.6598 0.8812
1.2334 0.2382 -0.2269
-0.5844 0.9868 1.1193
1.3213 -0.3659 -0.3453
0.1522 -1.2233 -1.1566
-0.9697 2.2501 0.0625
-0.4133 -0.0912 -0.3135
0.6772 0.4538 0.5967
0.1308 -0.6613 -0.7347
-0.1570 -0.3761 -0.4216
-0.1576 1.0261 -0.9213
-0.6129 -0.8749 1.0928
-0.2920 1.2976 0.3675

Its energy is -232.38730 a.u. The gap between HOMO and LUMO comes out at 10.43 eV. The value obtained for the LUMO energy is 0.895 eV. Its relative energy (zero: lowest compared OMol25 entry of this formula, charge and spin) is 36.60 kcal/mol. The SMILES is C=CCCO.